(1)
{
  "formula": "C4H8ClNO2",
  "method": "ωB97M-V/def2-TZVPD",
  "max_force_ev_per_a": 8.8,
  "relative_energy_kj_mol": 252.79,
  "charge": 0,
  "homo_energy_ev": -10.54,
  "energy_ev": -22382.4843,
  "mol_weight_g_mol": 137.57,
  "lumo_energy_ev": 0.42,
  "elements": ["C", "C", "Cl", "C", "O", "C", "N", "O", "H", "H", "H", "H", "H", "H", "H", "H"],
  "coordinates": [[-1.4819, -0.6245, -0.4860], [-0.2367, -1.3774, 0.2732], [1.0821, -2.0222, -0.9095], [0.5423, -0.4398, 1.3894], [1.6032, 0.3984, 0.8089], [1.0621, 1.5658, 0.0951], [0.9925, 1.7203, -1.4190], [0.5247, 2.5892, 0.8157], [-1.5009, 0.5529, -0.3366], [-1.3710, -0.7875, -1.6552], [-2.5007, -1.0190, -0.0514], [-0.6888, -2.2964, 0.8812], [-0.2858, 0.1455, 1.9743], [1.0462, -1.1892, 2.1619], [1.2248, 0.8303, -1.9175], [-0.0122, 1.9533, -1.6244]],
  "lowdin_charge": [-0.14, -0.61, 0.50, -0.21, -0.12, -0.32, 0.11, -0.05, 0.08, 0.08, 0.09, 0.12, 0.14, 0.15, 0.07, 0.10]
}

(2)
{
  "formula": "C4H8ClNS",
  "method": "ωB97M-V/def2-TZVPD",
  "max_force_ev_per_a": 2.3,
  "relative_energy_kj_mol": 110.39,
  "charge": 0,
  "homo_energy_ev": -9.10,
  "energy_ev": -29123.8658,
  "mol_weight_g_mol": 137.64,
  "lumo_energy_ev": 0.35,
  "elements": ["C", "C", "C", "C", "N", "S", "Cl", "H", "H", "H", "H", "H", "H", "H", "H"],
  "coordinates": [[-2.0266, 1.9378, -1.5486], [0.4337, 0.0523, 1.5478], [-0.2382, -1.3585, -0.3836], [0.9331, -0.7914, 0.3689], [-2.6407, 1.4177, -0.7309], [2.0206, 0.3048, -0.6244], [-0.9600, 2.4965, -2.6826], [1.3506, 0.2040, 2.0911], [0.1554, 1.0230, 1.0877], [-0.1621, -0.6494, 2.1227], [-1.0119, -1.8957, 0.2672], [0.0207, -2.0575, -1.2221], [-0.9155, -0.5801, -0.6960], [1.6052, -1.5379, 0.6821], [1.4358, 1.4344, -0.2792]],
  "lowdin_charge": [-0.80, -0.14, -0.16, -0.77, 0.10, 0.72, 0.72, 0.06, 0.06, 0.08, 0.10, 0.09, 0.03, 0.06, -0.17]
}